The following is a quantum chemistry calculation of 16 unconnected molecules or ions with the total composition C58H146N2O32, from the OMol25 dataset.

Values from the calculation:
ΔE to the lowest compared entry with this formula, charge and spin = 83.40 kJ/mol
Gap between HOMO and LUMO = 9.158 eV
DFT total energy = -4813.6251 Ha
LUMO energy = 0.1 eV

```
238
Properties=species:S:1:pos:R:3:forces:R:3:mulliken_charge:R:1
C 6.46751 -4.95177 -1.67948 0.336 0.625 -0.477 -0.443
O 7.18745 -3.90339 -1.07925 0.525 0.939 -0.058 -0.505
C 6.57156 -2.60914 -1.13795 1.560 -0.801 -0.664 -0.427
C 5.55415 -2.50213 -0.09188 -2.516 1.159 0.818 0.192
O 5.22242 -1.10427 0.09134 -0.347 -0.565 0.518 -0.247
C 4.70694 -0.86557 1.44769 1.439 -1.599 -1.543 -0.541
H 7.25309 -5.67848 -1.93552 -0.733 -0.233 0.202 0.167
H 5.95159 -4.63093 -2.60937 0.276 -0.087 0.303 0.261
H 5.71332 -5.26972 -0.97421 -0.254 -0.818 0.035 0.213
H 6.13704 -2.52269 -2.13164 0.003 0.531 -0.240 0.260
H 7.38043 -1.85791 -0.95430 -0.688 -0.573 -0.321 0.173
H 5.92773 -2.87239 0.84147 0.487 -0.428 0.606 0.500
H 4.60048 -3.06440 -0.31594 0.854 0.360 0.043 -0.196
H 3.85153 -1.56184 1.60401 0.521 0.725 0.419 0.049
H 4.47018 0.16744 1.44184 -0.688 0.867 0.280 0.106
H 5.58763 -1.03093 2.11062 -0.946 -0.097 0.080 0.402
C 4.04530 2.19891 -8.31577 0.583 0.073 1.286 -0.804
O 3.20447 3.04138 -7.52957 0.401 0.409 -0.096 -0.126
C 3.46541 4.41961 -7.64965 0.431 0.247 -2.113 -0.595
C 2.19134 5.20887 -7.66314 -0.349 1.102 1.455 -0.511
O 1.64883 5.31668 -6.33924 -0.830 0.221 0.239 -0.248
C 0.31618 5.89004 -6.36552 0.639 0.550 0.292 -0.534
H 5.14889 2.38789 -8.17952 -1.000 -0.124 0.223 0.348
H 3.84123 2.31386 -9.36648 -0.318 -0.062 -0.565 0.430
H 3.77617 1.21561 -7.91981 0.419 -0.087 -0.523 0.067
H 3.85894 4.69496 -8.67580 -0.009 -0.743 0.635 0.474
H 4.25805 4.76528 -6.97536 -0.417 0.037 0.363 0.294
H 1.40388 4.69807 -8.21354 0.349 -0.098 -0.779 0.319
H 2.40777 6.23606 -8.09051 -0.363 -0.911 0.364 0.303
H -0.13303 5.58867 -7.34846 -0.150 0.482 0.995 0.327
H 0.44125 7.01989 -6.27790 -0.458 -1.248 -0.386 0.268
H -0.31983 5.55824 -5.47562 1.107 0.184 -1.336 0.060
C -3.09691 -6.61765 2.94099 -0.614 0.611 1.334 -0.152
O -4.37920 -6.15058 2.49165 0.414 -1.215 0.425 -0.543
C -4.41524 -4.78706 2.19658 0.449 0.600 -0.688 2.264
C -5.84796 -4.42084 1.75785 1.095 0.297 1.558 -0.846
O -6.12456 -5.00707 0.53256 -0.833 -0.070 -0.633 -0.153
C -7.47067 -4.83620 0.10373 -0.073 -0.325 0.688 -0.899
H -2.26777 -6.62954 2.17102 -0.946 0.381 0.705 -0.033
H -3.28186 -7.65851 3.28906 0.296 0.708 -0.251 0.302
H -2.86481 -5.95422 3.86193 0.386 -1.119 -1.430 0.047
H -3.67922 -4.66502 1.38435 -0.427 0.626 -0.187 -0.694
H -4.04301 -4.13476 3.02770 -0.575 -0.564 -0.362 -0.949
H -5.90007 -3.31517 1.72735 -0.175 -0.225 -0.104 0.171
H -6.52875 -4.78506 2.57395 0.237 0.217 -0.661 0.419
H -7.65475 -5.54735 -0.69254 0.015 -0.212 -0.062 0.254
H -7.70213 -3.84821 -0.29136 0.304 0.381 0.053 0.308
H -8.17764 -5.02666 0.93792 0.312 -0.045 -0.347 0.354
C -1.66077 -0.80782 -0.59154 0.855 -1.015 -0.292 0.226
O -1.27485 0.00248 -1.71294 0.177 -0.346 0.762 0.341
C -2.35088 0.77489 -2.15333 -1.485 0.465 -0.133 0.484
C -1.96177 1.65197 -3.34602 -0.241 0.294 1.070 -1.293
O -1.01484 2.61725 -2.98603 -0.395 -0.362 1.870 0.141
C -0.87798 3.66750 -3.83773 0.394 0.930 -2.463 -1.191
H -2.01249 -1.79909 -0.93133 0.405 0.174 0.052 0.459
H -2.47478 -0.42202 -0.02031 -0.795 0.865 0.265 -0.499
H -0.82826 -0.91047 0.13357 -0.159 -0.063 -0.765 -0.456
H -2.77799 1.27889 -1.20145 0.244 -0.241 -1.912 -0.280
H -3.12729 0.14858 -2.69253 0.256 0.102 1.158 0.201
H -2.85765 2.09030 -3.85354 0.479 -0.150 0.583 0.434
H -1.50460 0.96575 -4.01739 0.409 -0.725 -1.064 0.353
H -0.34467 3.29640 -4.76652 -0.152 0.698 0.652 0.397
H -0.27686 4.48211 -3.35277 -0.628 -0.741 -0.460 0.317
H -1.86572 4.05481 -4.24643 0.802 -0.125 0.771 0.341
C -4.17687 -4.84875 -1.97165 0.750 0.674 0.461 -0.720
O -3.05771 -4.64432 -1.05424 -0.042 -0.416 -0.824 0.418
C -2.27558 -5.81437 -0.91110 0.080 -0.603 0.878 -1.108
C -0.94534 -5.51100 -0.15150 -1.850 0.523 -1.735 -0.849
O -0.11438 -4.69999 -0.96488 0.050 -0.803 0.478 1.040
C 0.65671 -5.50669 -1.81290 1.788 -0.270 -0.516 -0.954
H -4.40793 -3.76476 -2.22977 0.029 -1.570 -0.439 0.202
H -5.04477 -5.23849 -1.37993 0.782 -0.027 -0.772 0.064
H -3.82698 -5.54235 -2.83746 -0.860 1.455 1.235 0.230
H -2.00841 -6.23467 -1.92332 -0.397 0.150 0.878 0.668
H -2.87589 -6.53817 -0.27324 0.659 0.259 -0.879 0.306
H -0.49004 -6.47139 0.07897 0.221 0.013 0.340 0.512
H -1.16193 -4.91596 0.70824 -0.195 0.133 0.896 0.031
H 0.26108 -5.57866 -2.83632 -0.068 0.046 0.317 0.230
H 0.76575 -6.56161 -1.43268 -0.043 0.942 -0.243 0.542
H 1.67671 -5.02798 -1.84417 -0.868 -0.603 -0.167 -0.220
C -5.22620 -3.72215 5.65282 0.707 -0.553 0.376 -0.669
O -4.77593 -2.44752 5.40645 0.268 1.905 -0.894 -0.363
C -3.56265 -2.07254 5.99432 0.442 -0.468 -0.406 0.495
C -2.35122 -2.83992 5.45372 -0.420 0.793 -0.969 -0.772
O -2.36478 -3.00975 4.02101 -0.719 1.882 0.265 0.542
C -2.61943 -1.72813 3.35369 1.563 -1.230 -0.700 -0.924
H -6.28517 -3.70029 5.49581 -0.751 -0.164 0.628 0.235
H -4.82853 -3.92828 6.64118 -0.866 -0.912 0.605 0.409
H -4.86073 -4.48378 4.97381 0.501 -0.155 -0.338 0.171
H -3.54797 -2.15029 7.08118 -0.275 -0.507 0.438 0.657
H -3.44895 -1.02224 5.84783 -0.045 0.321 -0.616 -1.343
H -2.39305 -3.83052 5.85741 0.472 -0.661 0.242 0.528
H -1.44554 -2.27587 5.74095 -0.077 -0.426 0.144 0.233
H -2.27367 -1.80984 2.31927 -0.367 -0.566 -0.085 -0.025
H -1.96342 -0.95179 3.69354 0.527 0.525 0.964 0.119
H -3.61305 -1.34258 3.34719 -0.991 -0.301 0.301 0.751
C 2.49920 -3.51642 4.55547 -0.105 -0.808 2.100 -0.849
O 1.79508 -2.55320 3.85333 0.446 1.686 0.775 -0.198
C 0.82037 -2.98332 2.97388 -2.047 -1.627 1.043 0.662
C 1.38232 -3.93200 1.97216 0.002 -0.857 -1.701 1.101
O 1.39234 -5.33937 2.39116 0.957 0.888 0.311 -0.530
C 2.27835 -6.07449 1.56154 -0.232 -0.510 -1.314 -0.365
H 1.86241 -4.19940 5.19396 -0.004 0.903 -0.352 0.298
H 3.21887 -3.00809 5.26778 -0.662 -0.539 -1.143 0.239
H 2.94708 -4.24929 3.91387 0.920 -0.100 -0.528 0.222
H 0.28892 -2.10887 2.58138 0.683 -0.086 -0.419 -0.508
H -0.02129 -3.51034 3.51874 0.782 0.195 -0.226 -0.075
H 2.41419 -3.54998 1.72644 -0.755 -0.717 0.055 0.199
H 0.77555 -3.98082 1.05709 0.417 0.687 0.050 -0.637
H 3.22911 -5.49657 1.35976 -0.861 -0.555 0.163 0.176
H 1.76231 -6.29944 0.52957 1.099 0.363 1.770 -0.053
H 2.55621 -7.04956 2.05292 -0.478 1.011 -0.403 0.302
C -2.74911 1.16142 6.58143 -0.162 0.363 -1.399 -0.947
O -2.03475 1.93998 5.61574 0.978 0.839 1.612 -0.127
C -1.01187 2.91150 6.21260 -2.041 -0.617 -0.864 -0.464
C 0.29176 2.63328 5.52466 0.305 1.150 -1.058 0.451
O 1.01845 1.63884 6.12943 0.655 -2.715 0.123 -0.564
C 0.68963 0.34206 5.57360 0.397 -0.999 1.121 -0.072
H -2.17358 0.39652 7.08749 0.536 0.027 0.260 0.391
H -3.53405 0.64945 6.04194 -0.015 -0.015 -0.443 0.122
H -3.32200 1.75037 7.25631 -0.031 0.851 1.042 0.458
H -0.92094 2.75112 7.30765 -0.102 0.081 -0.662 0.442
H -1.38924 3.95298 5.99124 0.338 -1.073 0.257 0.142
H 0.94912 3.50431 5.62556 -0.313 0.168 -0.144 0.330
H 0.13998 2.41648 4.41803 -0.018 0.379 1.089 -0.220
H 1.19117 0.13833 4.62053 -0.263 0.475 -0.148 0.133
H -0.39560 0.27374 5.51942 0.018 -0.163 -0.436 -0.182
H 1.03021 -0.54181 6.20624 -0.190 1.534 -0.212 0.255
C -5.49265 -0.35717 0.28413 1.417 0.760 -1.109 -0.641
O -4.98706 0.04185 1.52243 1.128 -0.208 0.701 0.174
C -5.56563 1.12856 2.21883 -0.330 0.422 0.093 -0.894
C -4.55725 1.80306 3.20689 1.903 -2.529 -2.635 0.119
O -3.78094 2.79293 2.55290 -0.595 0.127 0.330 -0.575
C -2.71731 2.28623 1.78393 0.643 -0.339 0.213 -0.145
H -5.05344 -1.33720 0.04481 -0.444 0.107 0.301 -0.023
H -5.10796 0.31162 -0.53912 -0.449 -0.252 0.604 0.188
H -6.55940 -0.34994 0.24672 -0.911 -0.253 0.007 0.419
H -6.39989 0.70737 2.81343 -0.005 0.465 -0.262 0.497
H -5.91928 1.90984 1.48925 0.111 -0.570 0.715 0.353
H -3.79877 1.02948 3.54461 -1.074 0.422 -0.016 -0.428
H -5.06531 2.16362 4.04291 -0.735 1.100 1.217 0.614
H -1.96163 1.72612 2.40565 -0.692 0.470 -0.257 -0.209
H -2.25486 3.18223 1.37910 0.282 -0.107 -0.201 0.499
H -2.99613 1.60581 0.95520 -0.251 0.378 0.399 0.015
C -2.38466 7.10032 0.90275 -0.561 0.318 1.132 -0.537
O -2.69050 8.49229 1.06084 0.335 -0.160 0.244 -0.224
C -3.81459 8.97362 0.33637 -0.229 -2.173 1.085 -0.492
C -4.01963 10.41791 0.56917 0.550 1.604 0.171 -0.600
O -4.48111 10.84832 1.83309 -0.847 -0.835 0.541 -0.326
C -5.65428 10.18067 2.30848 -1.194 1.888 -1.831 -0.715
H -2.10642 6.85103 -0.13140 -0.222 -0.016 0.168 0.334
H -3.25863 6.49286 1.28067 0.774 0.312 -0.643 0.303
H -1.52437 6.89208 1.58335 -0.593 0.218 -0.606 0.021
H -4.69605 8.30292 0.55088 0.415 0.812 0.097 0.350
H -3.63637 8.80496 -0.69051 0.265 0.059 -1.588 0.394
H -4.57530 10.86806 -0.25982 -0.718 -0.266 0.086 0.375
H -3.07233 10.95797 0.49403 0.301 -0.435 -0.077 0.280
H -6.52372 10.31841 1.57457 0.986 -0.009 0.729 0.287
H -5.96785 10.64009 3.23665 0.233 0.080 0.200 0.278
H -5.55882 9.13949 2.41511 0.541 -1.428 0.362 0.277
C -1.63390 -4.74837 -5.68891 -0.581 0.389 -2.238 -0.756
O -1.41330 -4.75962 -4.30797 -0.731 -1.699 -0.281 -0.342
C -1.25306 -3.49198 -3.76708 -0.777 1.265 0.394 -0.480
C 0.14170 -2.99071 -3.95518 -0.406 1.022 0.308 0.710
O 0.12859 -2.23992 -5.12771 0.848 0.732 -1.319 -0.426
C 1.41053 -1.74328 -5.44068 1.019 -0.660 1.075 -1.028
H -2.03247 -5.69974 -6.12031 1.120 0.020 0.976 0.302
H -0.72062 -4.38440 -6.24750 -0.957 -0.554 0.438 0.218
H -2.50874 -4.12585 -6.05698 0.902 0.294 0.994 0.286
H -1.43891 -3.49243 -2.69518 -0.425 -0.478 0.018 -0.481
H -1.99428 -2.85794 -4.29908 0.471 0.292 0.607 0.758
H 0.74329 -3.89896 -3.95827 0.723 0.225 -0.332 0.478
H 0.49591 -2.25851 -3.21742 -0.180 -0.711 0.713 -0.665
H 2.10865 -2.56978 -5.47514 0.269 -0.627 -0.511 0.445
H 1.96896 -1.10554 -4.71036 -1.225 0.144 0.063 0.154
H 1.39245 -1.26111 -6.37946 -0.180 0.588 -1.004 0.568
C -1.08225 9.10072 4.58209 0.941 -0.175 -0.767 -0.650
O -0.09024 8.08059 4.46224 -0.236 0.647 -0.218 -0.308
C -0.39032 6.79187 4.91206 -1.355 0.354 0.752 -0.806
C 0.69772 5.94942 4.39702 3.047 -0.629 -3.081 0.482
O 1.84931 6.21735 5.20382 0.689 -0.626 -0.550 -0.372
C 3.10681 5.78095 4.63327 -0.655 -0.644 2.831 -0.800
H -1.96850 8.86517 3.99323 0.058 0.057 -0.635 0.207
H -0.51107 9.98951 4.15680 -1.349 -0.767 0.991 0.224
H -1.49659 9.16186 5.58930 0.599 0.553 0.398 0.304
H -1.37888 6.43835 4.56630 0.162 0.114 -0.157 0.392
H -0.43087 6.79074 6.02787 0.153 -0.233 -0.506 0.440
H 0.95934 6.25915 3.24902 -0.763 -0.216 2.430 0.166
H 0.60121 4.84935 4.25752 -0.680 0.666 0.625 -0.205
H 3.88246 5.87948 5.42536 -0.697 -0.082 -0.316 0.254
H 3.42480 6.38124 3.85745 0.329 1.490 -1.976 0.371
H 3.11462 4.74548 4.31322 -0.344 -0.377 -0.076 0.270
C 0.64647 1.80273 1.22528 0.162 -0.593 -0.106 -0.273
O 1.90115 2.33975 0.85046 0.174 -0.007 0.217 -0.345
C 1.79716 3.22716 -0.20843 -0.298 0.925 -1.295 0.507
C 3.11465 3.61027 -0.79956 2.412 1.520 -0.492 -1.306
O 3.92338 2.52075 -1.26326 -0.913 -0.246 0.269 0.165
C 5.21902 2.24823 -0.74033 0.466 1.134 -1.550 -0.724
H 0.89046 0.95604 1.87827 -0.290 0.099 -0.134 -0.159
H 0.08424 1.44339 0.33314 0.239 0.175 0.465 0.276
H 0.04254 2.52348 1.78166 0.034 0.127 -0.087 0.148
H 1.31053 4.21563 0.06622 0.084 -1.068 -0.205 0.392
H 1.30302 2.76902 -1.07367 -0.853 -0.106 0.308 -0.225
H 3.67281 4.25027 -0.09760 0.184 -0.423 0.169 0.541
H 3.00166 4.31892 -1.68784 -0.469 -0.955 0.938 0.267
H 5.97868 2.90596 -1.26652 -0.643 -0.509 0.554 0.242
H 5.44669 1.22095 -1.03847 -0.065 0.062 0.461 -0.003
H 5.32037 2.43080 0.31823 -0.196 -0.178 0.474 0.427
C 5.72673 -0.83081 -6.09391 -1.354 0.454 1.204 -0.527
O 6.28885 0.42472 -5.82575 0.040 0.456 0.969 -0.459
C 6.01293 0.87715 -4.42354 1.061 0.602 -3.059 -0.473
C 4.82083 1.82117 -4.50375 0.141 -0.622 0.878 0.323
O 3.62639 1.14405 -4.80266 -0.601 0.657 0.362 0.462
C 2.46207 1.99631 -4.50962 1.225 -2.588 -0.501 -0.772
H 6.19390 -1.54048 -5.44545 0.355 -0.975 0.432 0.327
H 5.86421 -1.14422 -7.10689 0.185 0.177 -0.723 0.296
H 4.64654 -0.80283 -5.82756 0.419 -0.235 -0.430 0.035
H 6.90920 1.51042 -4.28972 -0.415 -0.295 0.636 0.293
H 6.03255 0.00536 -3.75198 -0.475 0.440 -0.035 0.104
H 5.00491 2.59257 -5.24548 0.294 0.076 -0.393 0.056
H 4.74083 2.33324 -3.54803 -0.151 0.126 0.416 -0.196
H 2.49949 2.88403 -5.08742 -0.008 0.997 -0.452 0.355
H 2.43940 2.14300 -3.44396 -0.240 0.337 0.485 -0.088
H 1.67636 1.33409 -4.85771 -0.606 0.378 0.193 0.259
C 6.32318 -9.57770 -2.10536 2.397 -0.920 -0.435 -0.745
N 5.05472 -10.12906 -2.44742 -2.220 -2.111 -1.738 0.861
O 4.99948 -11.36507 -2.48048 0.064 1.023 0.445 -0.518
O 4.11859 -9.43078 -2.78487 0.477 0.464 0.497 -0.514
H 6.65375 -8.77477 -2.75297 -0.624 0.503 0.292 0.275
H 7.01045 -10.41260 -2.31294 -0.107 0.390 0.298 0.355
H 6.34392 -9.42046 -1.05129 0.012 0.669 0.649 0.287
C 2.36022 -0.26603 -1.35409 -1.109 0.707 -0.633 -0.489
N 2.07464 -1.59418 -0.73950 0.005 0.297 -1.682 1.235
O 1.54543 -1.60078 0.34282 -0.036 -0.179 0.511 -0.166
O 2.31455 -2.57580 -1.43474 0.027 0.341 0.821 -0.667
H 1.47208 0.03148 -2.00641 1.010 -0.640 0.885 -0.090
H 3.25280 -0.32669 -1.94459 0.306 -0.243 -0.340 0.579
H 2.49163 0.47658 -0.58067 -0.076 -0.021 0.284 -0.436
```
Forces are in eV/Å.